Formula: CH4IP
Source: the Open Molecules 2025 dataset
Level of theory: the ωB97M-V functional and the def2-TZVPD basis

Last column: Löwdin charge in e.
Positions of all 7 atoms, in Å:
H 1.418 -0.607 1.139  -0.033
I -3.782 0.059 -0.004  -0.365
H -0.037 0.861 -1.368  -0.013
C 1.349 -0.424 0.115  -0.284
H -0.372 1.183 0.849  -0.039
P -0.246 0.127 -0.115  0.705
H 1.670 -1.198 -0.616  0.029

Properties
DFT total energy, a.u.: -679.41243
Energy above the lowest of the compared OMol25 structures with the same formula, charge and spin, kcal per mole: 86.9
Net charge: 0
E_LUMO (spin up / spin down), Eh: -0.1120 / -0.1120
Frontier orbital gap (spin up / spin down), eV: 5.18 / 5.18